Below is a cluster of 11 separate species, C52H95N11 in total, with properties calculated with ωB97M-V/def2-TZVPD.

Properties
- total charge = 0
- LUMO (eV) = 0.5
- SMILES = c1cc[nH]c1.c1cc[nH]c1.c1cc[nH]c1.c1cc[nH]c1.c1cc[nH]c1.c1cc[nH]c1.c1cc[nH]c1.CCN(CC)CC.CCN(CC)CC.CCN(CC)CC.CCN(CC)CC
- strongest force on any atom (eV Å⁻¹) = 1.5
- energy relative to the best compared isomer or geometry (same formula, charge and spin) (eV) = 0.3405

The geometry in XYZ format:
```
158
Properties=species:S:1:pos:R:3:lowdin_charge:R:1
C 5.107 1.666 4.432 -0.107
C 4.040 0.728 4.397 -0.124
C 4.151 -0.061 5.498 -0.144
N 5.289 0.325 6.168 0.005
C 5.882 1.356 5.517 -0.148
H 5.327 2.417 3.693 0.093
H 3.208 0.679 3.713 0.084
H 3.555 -0.858 5.903 0.092
H 5.605 -0.043 7.046 0.144
H 6.807 1.791 5.856 0.108
C 0.945 -2.505 3.011 -0.115
C 1.600 -2.211 4.244 -0.115
C 0.943 -1.154 4.795 -0.158
N -0.125 -0.834 4.006 0.046
C -0.098 -1.631 2.901 -0.152
H 1.174 -3.297 2.322 0.067
H 2.429 -2.721 4.706 0.087
H 1.096 -0.665 5.744 0.106
H -0.801 -0.095 4.196 0.102
H -0.896 -1.640 2.176 0.099
C 3.118 1.446 -5.008 -0.102
C 4.286 1.472 -4.190 -0.110
C 3.882 1.317 -2.880 -0.136
N 2.514 1.172 -2.888 0.011
C 2.041 1.298 -4.160 -0.142
H 3.111 1.401 -6.084 0.086
H 5.309 1.477 -4.529 0.085
H 4.429 1.236 -1.957 0.093
H 1.918 1.064 -2.069 0.087
H 0.997 1.126 -4.348 0.072
C -0.300 5.241 1.527 -0.097
C -0.427 4.014 0.799 -0.140
C 0.553 3.993 -0.160 -0.134
N 1.223 5.187 -0.087 0.021
C 0.692 5.965 0.917 -0.125
H -0.941 5.587 2.320 0.091
H -1.181 3.272 1.000 0.056
H 0.828 3.240 -0.880 0.101
H 2.030 5.443 -0.624 0.145
H 1.116 6.938 1.098 0.106
C -3.907 -1.921 0.263 -0.108
C -3.077 -2.636 -0.648 -0.111
C -3.249 -2.102 -1.896 -0.132
N -4.148 -1.074 -1.760 0.008
C -4.579 -0.977 -0.469 -0.143
H -4.025 -2.152 1.309 0.087
H -2.274 -3.317 -0.403 0.080
H -2.754 -2.281 -2.834 0.109
H -4.512 -0.537 -2.526 0.145
H -5.319 -0.234 -0.226 0.108
C -1.067 -0.092 -5.791 -0.120
C -0.387 -1.235 -5.316 -0.119
C -0.842 -2.324 -6.019 -0.128
N -1.763 -1.849 -6.921 -0.003
C -1.940 -0.497 -6.764 -0.131
H -0.905 0.898 -5.406 0.072
H 0.365 -1.287 -4.545 0.079
H -0.639 -3.377 -5.948 0.105
H -2.254 -2.431 -7.573 0.141
H -2.657 0.041 -7.358 0.104
C 5.166 -2.150 0.573 -0.115
C 6.136 -1.137 0.298 -0.120
C 6.473 -0.554 1.485 -0.139
N 5.713 -1.136 2.469 0.024
C 4.912 -2.095 1.920 -0.135
H 4.710 -2.756 -0.188 0.080
H 6.528 -0.826 -0.657 0.090
H 7.149 0.250 1.719 0.105
H 5.778 -0.961 3.455 0.117
H 4.242 -2.639 2.567 0.103
C -3.622 -0.299 5.858 -0.084
C -3.726 -0.016 4.375 -0.253
N -2.605 0.771 3.848 -0.216
C -2.508 2.087 4.472 -0.248
C -1.273 2.835 4.016 -0.071
C -2.638 0.823 2.378 -0.245
C -3.745 1.699 1.779 -0.076
H -3.780 0.581 6.476 0.065
H -2.605 -0.654 6.063 0.077
H -4.295 -1.098 6.162 0.075
H -3.771 -0.944 3.798 0.112
H -4.677 0.495 4.134 0.112
H -3.407 2.685 4.270 0.119
H -2.411 1.898 5.539 0.104
H -1.192 3.798 4.530 0.082
H -0.343 2.310 4.239 0.081
H -1.322 3.085 2.955 0.026
H -2.831 -0.185 2.018 0.076
H -1.667 1.172 2.022 0.091
H -3.702 1.655 0.686 0.054
H -3.682 2.769 1.995 0.072
H -4.719 1.328 2.100 0.069
C 1.832 -2.392 -0.303 -0.073
C 1.777 -1.117 -1.150 -0.253
N 0.960 -0.063 -0.627 -0.199
C 1.426 0.587 0.590 -0.219
C 2.853 1.112 0.535 -0.065
C -0.476 -0.221 -0.732 -0.229
C -1.155 1.006 -1.329 -0.061
H 2.441 -3.148 -0.797 0.067
H 0.842 -2.768 -0.035 0.061
H 2.321 -2.112 0.632 0.043
H 2.808 -0.768 -1.226 0.091
H 1.465 -1.387 -2.164 0.112
H 0.773 1.413 0.869 0.097
H 1.432 -0.181 1.381 0.098
H 3.053 1.561 1.509 0.069
H 3.598 0.333 0.363 0.056
H 2.998 1.875 -0.235 0.057
H -0.946 -0.452 0.236 0.092
H -0.732 -1.103 -1.326 0.101
H -0.729 1.368 -2.265 0.067
H -1.088 1.824 -0.603 0.037
H -2.229 0.830 -1.449 0.060
C -1.801 -6.395 -0.931 -0.091
C -0.427 -5.835 -0.603 -0.262
N 0.420 -6.837 0.054 -0.191
C 1.791 -6.348 0.250 -0.262
C 2.579 -6.391 -1.037 -0.095
C -0.159 -7.286 1.304 -0.259
C -0.295 -6.245 2.436 -0.080
H -2.280 -5.788 -1.706 0.066
H -2.478 -6.369 -0.081 0.069
H -1.664 -7.376 -1.388 0.083
H 0.085 -5.530 -1.514 0.104
H -0.506 -4.960 0.070 0.097
H 2.245 -6.998 0.996 0.119
H 1.768 -5.302 0.602 0.094
H 3.605 -6.047 -0.893 0.072
H 2.127 -5.787 -1.826 0.058
H 2.616 -7.402 -1.453 0.076
H -1.136 -7.740 1.137 0.100
H 0.467 -8.088 1.708 0.109
H 0.521 -5.518 2.423 0.043
H -1.227 -5.675 2.432 0.067
H -0.220 -6.723 3.415 0.071
C -2.976 4.440 -1.314 -0.073
C -2.446 4.047 -2.690 -0.259
N -2.820 5.010 -3.731 -0.188
C -1.958 4.899 -4.900 -0.261
C -0.502 5.244 -4.583 -0.085
C -4.205 4.804 -4.130 -0.279
C -4.819 6.024 -4.800 -0.090
H -2.441 5.295 -0.911 0.075
H -2.801 3.583 -0.658 0.038
H -4.056 4.589 -1.297 0.065
H -1.366 3.960 -2.600 0.089
H -2.834 3.036 -2.925 0.114
H -1.986 3.881 -5.314 0.113
H -2.324 5.618 -5.632 0.103
H -0.462 5.961 -3.765 0.079
H 0.062 4.350 -4.316 0.055
H -0.019 5.622 -5.484 0.070
H -4.788 4.567 -3.237 0.099
H -4.302 3.901 -4.765 0.118
H -4.415 6.228 -5.791 0.060
H -4.681 6.908 -4.174 0.078
H -5.905 5.927 -4.893 0.069
```

***

Below is a cluster of 2 separate species, C12H24F3N3O3P in total, with properties calculated with ωB97M-V/def2-TZVPD.

Properties
- total charge = +1
- LUMO (eV) = -2.8
- strongest force on any atom (eV Å⁻¹) = 1.1

The geometry in XYZ format:
```
46
Properties=species:S:1:pos:R:3:lowdin_charge:R:1
C -2.767 -3.166 2.155 -0.100
C -2.954 -3.527 0.682 -0.251
C -2.730 -2.356 -0.270 -0.213
C -1.377 -1.673 -0.069 -0.203
C -1.201 -0.576 -1.108 -0.162
N 0.228 -0.106 -1.347 -0.262
C 0.230 1.321 -1.932 -0.157
O 0.382 2.247 -0.927 0.017
C -0.748 2.619 -0.189 -0.479
C -1.789 3.387 -0.925 0.041
O -0.761 2.371 0.979 0.167
C 1.038 -0.177 -0.095 -0.139
O 2.249 0.479 -0.355 0.050
C 3.319 0.035 0.369 -0.726
F 4.286 0.881 0.198 0.239
F 3.708 -1.187 0.007 0.182
F 2.991 -0.039 1.671 0.174
P 0.903 -1.225 -2.670 0.843
N 2.418 -1.148 -2.886 -0.194
H -1.711 -3.115 2.412 0.071
H -3.253 -3.891 2.801 0.078
H -3.208 -2.190 2.366 0.080
H -2.250 -4.317 0.409 0.111
H -3.950 -3.931 0.514 0.112
H -2.783 -2.719 -1.300 0.115
H -3.531 -1.621 -0.157 0.126
H -1.348 -1.227 0.924 0.121
H -0.591 -2.428 -0.125 0.114
H -1.574 -0.929 -2.072 0.112
H -1.801 0.291 -0.838 0.135
H 1.068 1.402 -2.622 0.144
H -0.701 1.444 -2.486 0.138
H -2.580 3.617 -0.219 0.106
H -2.210 2.848 -1.773 0.089
H -1.356 4.307 -1.317 0.114
H 0.484 0.331 0.693 0.142
H 1.195 -1.221 0.173 0.145
H 0.322 -2.445 -2.302 0.048
H 0.121 -0.669 -3.686 0.048
H 2.910 -2.005 -2.657 0.016
C 3.216 3.078 2.609 -0.081
C 3.233 3.979 3.751 -0.278
N 3.239 4.694 4.654 0.136
H 3.881 2.237 2.793 0.074
H 2.203 2.710 2.449 0.072
H 3.549 3.605 1.717 0.086
```

***

Below is a structure of composition C20H30AlBeCaCl2F3N5O15S, with properties calculated with ωB97M-V/def2-TZVPD.

Properties
- total charge = +1
- LUMO (eV) = -6.8
- strongest force on any atom (eV Å⁻¹) = 3.9

The geometry in XYZ format:
```
79
Properties=species:S:1:pos:R:3:lowdin_charge:R:1
O -0.325 4.249 -1.368 0.182
N 0.057 3.950 -2.398 0.039
O -0.966 3.181 -3.135 -0.077
C -0.248 2.273 -3.920 -0.327
N 0.077 1.136 -3.086 0.060
N -0.820 0.722 -2.150 0.210
C -0.329 -0.303 -1.483 -0.253
C -1.054 -0.961 -0.424 -0.158
C -0.032 -1.667 0.481 -0.215
C 1.090 -0.736 0.964 -0.581
Cl 0.483 0.871 1.424 0.681
N 0.895 -0.574 -1.971 0.180
C 1.134 0.263 -2.931 -0.345
N 2.306 0.213 -3.620 -0.303
S 3.423 -0.992 -3.037 0.895
C 2.746 1.019 -4.749 -0.173
O 3.945 0.465 -5.275 0.008
C 3.812 -0.429 -6.239 -0.708
F 4.024 0.037 -7.444 0.242
F 4.897 -1.358 -5.992 -0.275
F 2.720 -1.144 -6.217 0.224
H -1.000 1.980 -4.709 -0.167
H 0.616 2.825 -4.310 0.130
H -1.766 1.075 -1.910 0.185
H -1.847 -1.628 -0.776 0.132
H -1.576 -0.169 0.155 0.057
H 0.472 -2.453 -0.098 0.108
H -0.533 -2.157 1.314 0.116
H 1.865 -0.605 0.212 0.044
H 1.555 -1.213 1.813 0.014
H 2.678 -2.125 -3.024 -0.064
H 3.013 2.022 -4.402 0.159
H 1.974 1.158 -5.518 0.064
C -5.978 -2.243 0.369 0.033
C -4.734 -1.561 0.380 -0.331
C -4.114 -1.395 1.789 -0.273
O -3.026 -0.916 1.984 0.133
C -4.905 -1.859 2.949 0.069
C -6.074 -2.477 2.868 -0.250
C -6.626 -2.722 1.472 -0.330
O -7.741 -3.404 1.388 -0.047
O -6.843 -2.941 3.912 -0.095
O -4.126 -1.115 -0.576 0.076
H -6.489 -2.418 -0.570 0.128
H -4.451 -1.663 3.915 0.135
Al -0.789 1.337 -6.219 0.993
O 6.175 -3.178 -0.438 -0.140
C 5.165 -2.502 0.020 -0.406
C 4.200 -3.521 0.903 -0.314
O 3.148 -2.822 1.334 -0.345
H 4.478 -2.049 -0.731 0.045
H 5.375 -1.658 0.706 0.115
H 4.853 -3.968 1.656 0.115
H 3.980 -4.380 0.249 0.115
O -3.631 3.235 -5.489 -0.411
H -3.372 3.382 -4.570 -0.141
Be -7.900 -3.737 3.266 0.802
Cl 2.731 -3.161 3.379 0.380
C -1.159 2.031 8.667 -0.068
C -1.457 0.976 7.621 -0.215
O -1.887 1.563 6.385 0.037
C -0.921 2.111 5.646 -0.608
O 0.251 2.140 5.920 0.119
O -1.483 2.634 4.558 0.016
C -0.570 3.342 3.720 -0.059
H -2.020 2.688 8.802 0.082
H -0.916 1.563 9.621 0.079
H -0.319 2.656 8.368 0.073
H -2.281 0.350 7.959 0.120
H -0.599 0.326 7.451 0.123
H 0.280 2.719 3.451 0.044
H -0.233 4.252 4.217 0.098
H -1.103 3.615 2.813 0.092
O -2.603 1.605 0.145 -0.371
H -2.263 2.490 -0.043 -0.122
O 6.808 1.746 -6.742 -0.037
H 6.136 1.062 -6.707 -0.026
H 7.456 1.416 -7.375 0.047
Ca 6.526 -2.464 -5.486 1.437
```

***

Below is a structure of composition C29H49AuCl2OP, with properties calculated with ωB97M-V/def2-TZVPD.

Properties
- total charge = -1
- LUMO (alpha / beta) (eV) = 2.8 / 2.6
- multiplicity = 3
- strongest force on any atom (eV Å⁻¹) = 1.8

The geometry in XYZ format:
```
83
Properties=species:S:1:pos:R:3:lowdin_charge:R:1
P 0.005 -0.629 -1.046 1.027
C 1.589 -0.020 -1.933 -0.448
C 1.826 -0.385 -3.401 -0.218
C 3.227 0.049 -3.845 -0.203
C 3.526 1.523 -3.549 -0.212
C 3.147 1.957 -2.130 -0.198
C 1.745 1.485 -1.721 -0.260
C -1.406 0.261 -1.949 -0.463
C -1.289 0.413 -3.459 -0.219
C -2.600 0.962 -4.033 -0.202
C -3.039 2.261 -3.349 -0.210
C -2.990 2.206 -1.817 -0.196
C -1.678 1.615 -1.288 -0.249
C -0.143 -2.310 -1.881 -0.467
C 1.058 -3.187 -1.491 -0.217
C 0.969 -4.604 -2.080 -0.207
C -0.368 -5.294 -1.799 -0.217
C -1.577 -4.411 -2.115 -0.205
C -1.478 -2.986 -1.540 -0.231
H 2.350 -0.531 -1.316 0.090
H 1.085 0.119 -4.032 0.087
H 1.705 -1.460 -3.584 0.093
H 3.337 -0.141 -4.921 0.103
H 3.965 -0.584 -3.333 0.110
H 4.592 1.716 -3.716 0.100
H 2.980 2.148 -4.267 0.107
H 3.868 1.546 -1.411 0.113
H 3.198 3.050 -2.049 0.106
H 1.593 1.717 -0.659 0.021
H 0.986 2.027 -2.305 0.095
H -2.262 -0.396 -1.726 0.074
H -3.380 0.198 -3.918 0.111
H -1.042 -0.536 -3.954 0.102
H -0.479 1.119 -3.689 0.096
H -2.478 1.132 -5.110 0.102
H -4.054 2.520 -3.672 0.100
H -2.387 3.076 -3.689 0.107
H -3.132 3.212 -1.401 0.107
H -3.818 1.585 -1.446 0.114
H -1.740 1.493 -0.197 0.033
H -0.843 2.303 -1.488 0.099
H -0.122 -2.117 -2.969 0.090
H 2.002 -2.729 -1.821 0.095
H 1.109 -3.244 -0.393 0.119
H 1.122 -4.551 -3.167 0.108
H 1.790 -5.208 -1.676 0.103
H -0.405 -5.584 -0.742 0.110
H -0.429 -6.219 -2.384 0.100
H -2.490 -4.881 -1.731 0.104
H -1.693 -4.339 -3.205 0.108
H -2.319 -2.397 -1.933 0.097
H -1.608 -2.998 -0.448 0.073
Au -0.474 0.425 1.776 0.386
Cl -2.377 -0.814 1.193 -0.156
Cl 1.863 0.572 1.522 -0.109
C -0.625 1.782 3.259 -0.205
H -1.092 1.415 4.205 0.036
C -0.422 3.192 3.171 -0.341
C -1.130 4.063 4.077 -0.069
C -1.327 5.392 3.739 -0.127
C -0.833 5.906 2.523 -0.125
C 0.002 5.102 1.721 -0.111
C 0.256 3.783 2.065 -0.082
H -1.602 3.622 4.963 0.100
H -1.911 6.052 4.383 0.089
H 0.409 5.508 0.795 0.092
H 0.881 3.125 1.461 0.046
H -1.121 6.914 2.192 0.087
C 0.667 -0.336 7.140 -0.086
C 1.130 -0.663 5.733 -0.286
O 0.025 -1.103 4.940 -0.201
C 0.275 -2.311 4.207 -0.284
C 0.018 -3.530 5.082 -0.090
H -0.125 0.411 7.144 0.070
H 1.511 0.063 7.706 0.069
H 0.273 -1.222 7.643 0.068
H 1.496 0.258 5.267 0.111
H 1.946 -1.409 5.782 0.118
H -0.418 -2.294 3.348 0.092
H 1.320 -2.348 3.835 0.117
H -0.994 -3.510 5.500 0.076
H 0.131 -4.438 4.483 0.069
H 0.719 -3.559 5.922 0.064
```

***

M: 874.41, 346.31, 816.52, 712.56 (g/mol)